88
Properties=species:S:1:pos:R:3:forces:R:3:lowdin_charge:R:1 method="wB97M-V/def2-TZVPD" homo_lumo_gap_ev=5.98 multiplicity=1 charge=+1 energy_ev=-40838.912 relative_energy_kcal_mol=15.22
Na -0.956600 -0.597642 -3.099299 0.482 -0.305 0.466 0.508
Sn 0.795095 1.394243 0.768169 -0.921 -1.668 -1.199 1.544
B 1.667433 -0.058557 -2.068228 -0.428 0.692 0.199 -0.470
H 1.331699 0.833866 -2.573307 -1.628 3.393 -2.030 -0.048
H 2.045519 -0.791297 -2.764219 1.441 -2.796 -2.416 -0.033
H 2.475287 0.252378 -1.424087 3.475 1.326 2.768 -0.084
H 0.894086 -0.498880 -1.458080 -3.520 -1.929 2.664 -0.088
B -2.012468 0.508976 -0.695889 0.717 -0.542 -0.408 -0.466
H -3.082435 0.384040 -0.757484 -3.931 -0.517 -0.072 -0.023
H -1.574937 0.786290 -1.642418 1.615 1.353 -3.585 -0.079
H -1.880696 1.293844 0.032708 0.965 3.857 3.175 -0.100
H -1.525264 -0.380033 -0.326367 1.858 -3.777 1.407 -0.069
C -2.785062 -3.270732 -1.776971 -0.006 0.485 0.781 -0.072
C -1.389314 -3.909889 -1.886053 0.221 0.711 -1.078 -0.194
N -0.582067 -3.340430 -3.044249 -0.771 -0.312 0.013 -0.192
C -1.124304 -3.771718 -4.360478 -1.472 1.578 0.406 -0.244
C -0.408986 -3.247904 -5.624884 0.604 -0.937 1.005 -0.060
C 0.857107 -3.551211 -2.965586 -0.362 0.847 1.336 -0.287
C 1.409883 -4.922507 -3.198205 0.128 -0.468 -0.506 -0.070
H -3.524372 -3.427870 -2.562350 0.445 -0.280 -0.280 0.075
H -2.727410 -2.199472 -1.584152 0.340 0.311 -0.435 0.044
H -3.296563 -3.547506 -0.855089 0.137 -0.657 0.084 0.078
H -0.802219 -3.700202 -0.991934 -0.097 0.272 0.072 0.098
H -1.476590 -4.996267 -1.902660 0.010 -0.257 -0.417 0.111
H -1.432553 -4.816485 -4.321396 0.506 -0.347 -0.499 0.121
H -2.063430 -3.219401 -4.393694 -0.540 -0.314 -0.052 0.092
H -0.098954 -2.214082 -5.472549 -0.047 0.115 -0.037 0.069
H 0.498212 -3.831803 -5.780318 0.077 0.154 -0.351 0.068
H -1.040615 -3.304604 -6.511403 -0.022 -0.103 0.187 0.082
H 1.132708 -3.281999 -1.945940 0.073 0.202 0.209 0.103
H 1.289200 -2.729866 -3.537234 0.435 -0.541 -0.432 0.094
H 1.100284 -5.358091 -4.148217 0.213 0.090 -0.184 0.069
H 1.101892 -5.647997 -2.445274 -0.014 0.155 0.224 0.078
H 2.494909 -4.824393 -3.163712 0.050 -0.323 -0.132 0.085
C 5.010830 -2.045789 1.183838 0.170 0.661 0.042 -0.063
C 3.996415 -0.805120 1.014291 0.651 -1.703 0.491 -0.182
N 2.745002 -0.907925 1.872093 -0.324 -0.214 -2.479 -0.199
C 2.093708 -2.256810 1.635384 0.217 -0.069 -0.372 -0.226
C 0.574393 -2.226870 1.678782 0.320 0.885 0.279 -0.072
C 3.091912 -0.562183 3.237711 -1.217 -1.397 1.164 -0.243
C 1.850440 -0.531794 4.208753 1.273 0.519 -0.460 -0.065
H 5.738338 -2.095193 0.373663 -0.185 0.531 -0.334 0.071
H 4.594501 -3.052819 1.158106 -0.646 0.264 0.032 0.061
H 5.661838 -2.039559 2.058054 -0.338 0.392 0.348 0.064
H 4.472673 0.138728 1.279691 0.219 -0.135 0.056 0.105
H 3.795690 -0.760558 -0.056135 -0.682 0.020 0.223 0.083
H 2.504985 -3.071966 2.230756 0.026 0.380 1.044 0.122
H 2.408189 -2.663256 0.674133 -0.050 0.779 -0.487 0.108
H 0.224437 -1.518387 0.928001 -0.126 0.107 -0.301 0.023
H 0.263074 -1.826393 2.643555 -0.340 -0.390 0.013 0.045
H 0.084526 -3.172069 1.444872 0.217 -0.067 0.248 0.086
H 3.752725 -1.367520 3.558426 0.461 0.241 0.528 0.117
H 3.619307 0.391629 3.224153 -0.072 -0.055 0.149 0.117
H 2.125482 -0.048077 5.146016 0.115 0.290 -0.119 0.078
H 1.085556 0.067445 3.714818 -0.345 -0.028 0.216 0.017
H 1.458851 -1.492276 4.543768 0.031 -0.145 -0.616 0.081
C -1.851319 0.479523 4.286090 -0.410 0.180 -0.331 -0.059
C -2.482522 1.622930 3.433534 0.507 -0.883 0.833 -0.236
N -1.500268 2.571991 2.876709 0.945 1.387 0.359 -0.180
C -2.316443 3.523926 2.073933 -1.222 -1.284 1.057 -0.310
C -1.609026 4.525356 1.285004 0.743 0.426 -1.321 -0.088
C -0.786194 3.314082 4.001231 -0.907 0.419 1.249 -0.211
C -1.758733 3.944121 5.080512 0.215 -1.386 -0.935 -0.064
H -2.523341 -0.277637 4.690045 -0.793 0.198 -0.609 0.079
H -1.367939 0.743478 5.226716 0.614 0.597 -0.419 0.071
H -1.219890 -0.072213 3.589672 0.502 -0.018 0.327 0.045
H -2.968731 1.159035 2.575327 -0.134 0.025 0.078 0.118
H -3.204493 2.229924 3.979811 -0.323 -0.384 0.170 0.109
H -3.007767 2.906838 1.500027 0.476 -0.106 -0.597 0.116
H -3.045662 4.056455 2.684468 0.037 0.066 0.592 0.111
H -1.258103 5.390157 1.848113 -0.006 -0.057 -0.076 0.089
H -0.774796 4.067712 0.753293 0.404 0.045 -0.062 0.031
H -2.283793 4.826272 0.483613 0.039 0.451 0.102 0.086
H -0.187656 4.193173 3.762372 0.121 -0.382 -1.321 0.101
H -0.108620 2.632460 4.515396 -0.049 -0.197 -0.180 0.091
H -2.107494 3.132637 5.719233 -0.131 0.283 0.271 0.065
H -2.617553 4.332228 4.532873 0.013 0.348 0.428 0.060
H -1.275943 4.718449 5.676689 -0.019 -0.104 -0.165 0.080
C -0.390667 5.735772 -4.235038 -0.321 0.903 0.087 -0.020
C -0.106487 4.512663 -3.478103 -0.211 -1.301 0.841 -0.518
O 0.916820 3.889285 -3.639545 0.244 0.083 -0.068 0.069
C -1.140183 3.959153 -2.499589 0.449 0.663 -0.368 -0.007
H 0.064052 5.614723 -5.218235 -0.240 0.485 0.017 0.099
H 0.047518 6.560547 -3.673031 0.595 0.104 -0.185 0.098
H -1.437880 6.036818 -4.206494 -0.163 -0.437 -0.555 0.086
H -1.948672 3.545321 -3.102241 -0.016 -0.363 0.137 0.096
H -1.599779 4.739951 -1.893594 0.105 0.042 0.110 0.072
H -0.609781 3.218836 -1.900674 -0.474 -0.140 -0.014 0.057